The following is a quantum chemistry calculation of 2 unconnected molecules or ions with the total composition C45H52N5O, from the Open Molecules 2025 dataset.

Each line ends with the Mulliken charge.
Cartesian coordinates (Å):
C -5.33832 0.65439 -2.80282  -1.513
C -3.85341 0.86647 -2.87152  0.654
C -3.34053 2.13987 -2.61436  -0.800
C -1.97853 2.40744 -2.70183  1.045
C -1.49695 3.80610 -2.48271  -1.927
C -1.09355 1.36345 -3.03436  -0.688
N 0.26827 1.69940 -3.31556  0.651
C 1.39242 1.25765 -2.73668  -0.293
N 2.48620 1.71106 -3.38212  0.395
C 3.83650 1.34559 -3.20878  -0.871
C 4.18661 -0.05587 -3.18202  1.975
C 3.22533 -1.06107 -3.25443  -2.001
C 5.57719 -0.38673 -3.03593  -1.264
C 6.54522 0.60498 -2.94090  1.009
C 7.99560 0.31616 -2.69441  -1.529
C 6.15877 1.94294 -3.03108  -0.856
C 4.82414 2.33397 -3.16495  1.574
C 4.52459 3.80388 -3.22794  -2.107
C 2.07931 2.59193 -4.47928  -0.584
C 0.59758 2.43901 -4.54290  -0.701
C -1.59033 0.07495 -3.31123  1.382
C -0.68473 -1.01372 -3.80470  -1.132
C -2.96237 -0.16541 -3.18504  -1.400
H -5.59392 -0.38150 -3.03370  0.370
H -5.71795 0.90052 -1.80337  0.346
H -5.86181 1.30822 -3.51147  0.341
H -4.01868 2.95442 -2.33993  0.444
H -0.52411 3.85516 -1.98248  0.281
H -1.44170 4.36913 -3.42477  0.332
H -2.22128 4.32653 -1.84497  0.496
H 3.52611 -2.07703 -3.02179  0.390
H 1.42629 0.63346 -1.85316  0.382
H 2.27680 -0.88940 -3.75341  0.362
H 5.85175 -1.44360 -2.98924  0.427
H 8.58227 1.21287 -2.92594  0.376
H 8.18457 0.06652 -1.64149  0.262
H 8.37001 -0.50821 -3.31210  0.372
H 6.92519 2.71713 -2.97196  0.294
H 5.36506 4.35887 -2.79184  0.470
H 4.42977 4.17180 -4.26413  0.339
H 3.62652 4.07409 -2.66116  0.404
H 2.36353 3.61362 -4.23580  0.371
H 2.56236 2.29573 -5.41626  0.435
H 0.30059 1.85148 -5.42489  0.250
H 0.07538 3.39665 -4.57068  0.328
H -1.28911 -1.90060 -4.03135  0.485
H -0.15440 -0.72902 -4.72641  0.277
H 0.06453 -1.31772 -3.05974  0.164
H -3.34603 -1.17599 -3.35774  0.331
C -2.19524 0.54483 6.07895  -0.973
N -1.87297 -0.25227 4.91463  0.261
C -2.44968 -1.47303 4.69745  0.431
O -3.40239 -1.92226 5.33533  -0.693
C -1.70129 -2.08305 3.50616  0.627
C -2.53432 -2.90810 2.50669  -0.845
C -3.55516 -3.79867 3.12597  0.258
C -3.36755 -4.98683 3.82311  -0.838
N -4.59094 -5.41883 4.30835  -0.019
C -5.59121 -4.54002 3.90839  -0.632
C -6.94563 -4.50303 4.22600  -0.758
C -7.69821 -3.41130 3.75856  -0.507
C -7.09433 -2.38854 3.00502  -0.783
C -5.72390 -2.42109 2.71090  -0.306
C -4.96908 -3.50498 3.15180  0.962
N -1.05544 -0.90994 2.92571  0.588
C -0.47516 -0.90557 1.70080  0.130
C 0.58699 -0.08558 1.33805  -0.823
C 1.32400 -0.18638 0.14657  -1.713
C 2.73287 0.19257 0.18150  1.335
C 3.73492 -0.74836 -0.14884  -0.164
C 5.07887 -0.45205 0.05176  -0.673
C 5.46302 0.80163 0.53858  -0.420
C 4.48261 1.75675 0.83109  -1.077
C 3.13439 1.45829 0.66116  -0.008
C -0.80418 0.08370 3.98210  -0.058
C -0.95965 1.54200 3.52034  -1.612
C 0.55685 -0.15738 4.65587  -1.301
H -3.01728 0.06176 6.61417  0.357
H -1.33098 0.64201 6.75204  0.321
H -2.50638 1.54982 5.76839  0.304
H -0.93559 -2.76894 3.94520  0.126
H -3.03357 -2.23012 1.79992  0.560
H -1.80376 -3.52549 1.95614  0.513
H -2.44228 -5.51731 4.01466  0.420
H -4.73649 -6.25770 4.86189  0.195
H -7.37794 -5.31304 4.81428  0.371
H -8.76403 -3.35315 3.98225  0.369
H -7.70177 -1.55606 2.64852  0.376
H -5.22073 -1.62434 2.16285  0.357
H -0.85027 -1.65315 0.99556  0.583
H 0.97422 0.61079 2.08855  0.488
H 0.96748 -0.87858 -0.62102  0.334
H 3.41969 -1.71066 -0.56201  0.407
H 5.83497 -1.19668 -0.20213  0.445
H 6.52145 1.02921 0.67471  0.420
H 4.77870 2.74290 1.19110  0.401
H 2.36055 2.19554 0.89058  0.528
H -1.99667 1.72024 3.20644  0.411
H -0.71738 2.20608 4.36052  0.450
H -0.29951 1.78684 2.68746  0.412
H 0.55069 -1.13086 5.16065  0.374
H 1.36864 -0.14170 3.92353  0.291
H 0.72929 0.63051 5.39908  0.449

Computed properties:
E   -2094.66707 Eh
Net charge   +1

The following is a quantum chemistry calculation of C4H8O2 in the gas phase, from the Open Molecules 2025 dataset.

Each line ends with the natural charge from an NBO analysis.
Cartesian coordinates (Å):
C 1.13505 0.84065 0.41091  -0.644
C 0.07629 -0.23024 0.65783  0.114
O -0.62666 -0.02829 1.87336  -0.719
C -1.01526 -0.20619 -0.41877  -0.529
C -0.54565 -0.82627 -1.71137  0.444
O -0.09656 -0.21010 -2.64907  -0.515
H 2.00668 0.72120 1.06498  0.208
H 1.47749 0.80649 -0.62870  0.229
H 0.70008 1.82824 0.59722  0.218
H 0.55187 -1.22787 0.65962  0.156
H -0.01273 -0.12659 2.60792  0.470
H -1.33548 0.82735 -0.59198  0.229
H -1.85638 -0.78299 -0.01919  0.235
H -0.61396 -1.93581 -1.75439  0.104

Computed properties:
SMILES   C[C@@H](O)CC=O
E   -307.67179 Eh
Relative energy (zero: lowest compared OMol25 entry of this formula, charge and spin)   25.50 kcal per mole

The following is a quantum chemistry calculation of 2 unconnected molecules or ions with the total composition C5H10NO, from the Open Molecules 2025 dataset.

Each line ends with the natural charge from an NBO analysis.
Cartesian coordinates (Å):
C -0.94469 -0.26319 1.94833  -0.091
C -1.49038 0.45961 0.96733  -0.273
C 0.48005 -2.13902 2.39344  0.120
N 0.07498 -1.21155 1.61318  -0.402
H -1.19944 -0.23655 2.99692  0.240
H -1.50626 0.06840 -0.04225  0.231
H -1.78931 1.48755 1.12710  0.251
H 1.37935 -2.70138 2.17807  0.239
H -0.06376 -2.33421 3.30988  0.226
H 0.45529 -1.18929 0.66865  0.452
C 0.39369 1.28212 -1.46206  -0.549
C 0.64785 1.32213 -2.75741  0.180
O 1.36372 0.35157 -3.37368  -0.673
H -0.28202 1.98521 -1.00403  0.209
H 0.75697 0.47426 -0.84022  0.159
H 0.24034 2.07858 -3.41968  0.185
H 1.48362 0.56575 -4.30358  0.494

Computed properties:
E   -326.14944 Eh
Net charge   +1
Relative energy (zero: lowest compared OMol25 entry of this formula, charge and spin)   83.06 kcal per mole